Here is a gas-phase ion, C3H5F3P (charge +1) in a non-equilibrium geometry from the OMol25 dataset. Energies are from ωB97M-V/def2-TZVPD.

Properties
- M: 129.041 g mol⁻¹
- Charge: +1
- LUMO level: -0.1932 Eh
- Highest occupied orbital energy: -16.09 eV

Last column: natural (NBO) charge in e.
Cartesian coordinates (Å):
H1 0.016 0.133 -1.755  0.314
P1 -1.955 0.096 -0.235  2.529
F1 -2.298 1.177 0.793  -0.495
F2 -3.043 0.301 -1.274  -0.483
C1 0.574 -0.074 0.395  0.072
H2 2.650 0.917 0.513  0.301
F3 -2.487 -1.102 0.456  -0.496
H3 0.129 -0.094 1.387  0.225
H4 2.324 -0.914 1.015  0.272
H5 2.299 -0.358 -0.823  0.249
C2 -0.284 -0.026 -0.688  -0.801
C3 2.075 -0.057 0.214  -0.688

---

Here is C3H5FI2 in the gas phase in a non-equilibrium geometry from the OMol25 dataset. Energies are from ωB97M-V/def2-TZVPD.

Properties
- M: 313.879 g mol⁻¹
- Charge: 0
- LUMO level: -0.0012 Eh
- Highest occupied orbital energy: -9.50 eV

Last column: natural (NBO) charge in e.
Cartesian coordinates (Å):
H1 -0.550 -1.554 0.426  0.229
C1 -0.706 -1.045 -0.472  -0.701
C2 0.456 -0.044 -0.560  0.381
H2 1.006 1.824 0.751  0.245
H3 -1.658 -0.603 -0.469  0.241
H4 -0.846 1.152 1.033  0.249
F1 1.757 -0.412 -0.583  -0.344
H5 -0.560 -1.801 -1.199  0.232
I1 0.012 1.366 -2.304  -0.002
C3 0.249 1.042 0.790  -0.596
I2 0.842 0.075 2.588  0.065

---

Here is 2 unconnected molecules or ions with the total composition C3H5FN2 in a non-equilibrium geometry from the OMol25 dataset. Energies are from ωB97M-V/def2-TZVPD.

Properties
- M: 88.085 g mol⁻¹
- Charge: 0
- LUMO level: 0.0388 Eh
- Highest occupied orbital energy: -8.59 eV

Last column: natural (NBO) charge in e.
Cartesian coordinates (Å):
H1 -1.557 1.689 0.092  0.445
H2 1.900 0.042 1.429  0.143
C1 0.086 -0.535 0.642  -0.096
N1 -1.184 1.785 -0.838  -0.741
F1 0.492 1.078 2.366  -0.335
C2 -1.066 1.580 -1.956  0.293
N2 0.745 -1.090 -0.523  -0.805
H3 -1.024 -0.337 0.618  0.195
C3 0.894 0.124 1.509  0.154
H4 0.260 -1.893 -0.895  0.377
H5 1.734 -1.222 -0.260  0.372

---

Here is C3H5FN2OS in the gas phase in a non-equilibrium geometry from the OMol25 dataset. Energies are from ωB97M-V/def2-TZVPD.

Properties
- M: 136.151 g mol⁻¹
- Charge: 0
- LUMO level: -0.0240 Eh
- Highest occupied orbital energy: -8.98 eV

Last column: natural (NBO) charge in e.
Cartesian coordinates (Å):
F1 -2.210 -0.177 -0.682  -0.388
N1 2.764 0.087 -0.227  -0.614
H1 1.615 -1.958 -0.487  0.212
N2 0.506 -0.402 0.110  -0.149
H2 -0.767 -2.008 -0.676  0.501
H3 -2.139 1.765 0.102  0.224
O1 -0.256 -1.630 0.218  -0.580
S1 0.424 2.194 -0.168  -0.042
H4 2.299 1.091 0.222  0.363
H5 -2.087 0.337 1.228  0.198
C1 -1.719 0.727 0.342  0.005
C2 -0.224 0.732 0.208  0.046
C3 1.794 -0.757 -0.192  0.224

---

Here is C3H5FN2OS in the gas phase in a non-equilibrium geometry from the OMol25 dataset. Energies are from ωB97M-V/def2-TZVPD.

Properties
- M: 136.151 g mol⁻¹
- Charge: 0
- LUMO level: 0.0277 Eh
- Highest occupied orbital energy: -8.18 eV

Last column: natural (NBO) charge in e.
Cartesian coordinates (Å):
C1 -1.308 -0.188 0.474  -0.149
H1 -1.893 0.218 1.310  0.224
C2 -1.301 -1.494 0.232  0.233
C3 0.827 0.763 -0.279  0.231
H2 3.471 -1.344 0.379  0.123
H3 -1.606 2.150 -1.027  0.476
N1 1.498 -0.247 0.101  -0.601
S1 3.202 -0.099 -0.062  0.151
H4 1.251 1.712 -0.646  0.174
N2 -0.566 0.751 -0.288  -0.169
O1 -1.096 2.033 -0.194  -0.549
F1 -0.627 -2.033 -0.792  -0.321
H5 -1.851 -2.223 0.792  0.177

---

Here is a molecular structure, C3H5FO in a non-equilibrium geometry from the OMol25 dataset. Energies are from ωB97M-V/def2-TZVPD.

Properties
- M: 76.070 g mol⁻¹
- Charge: 0
- LUMO level: 0.0270 Eh
- Highest occupied orbital energy: -9.11 eV

Last column: natural (NBO) charge in e.
Cartesian coordinates (Å):
C1 -0.230 -0.940 0.439  -0.477
H1 0.092 0.857 1.654  0.193
H2 -0.544 0.655 -1.421  0.184
C2 -0.502 0.337 0.801  0.109
H3 1.882 1.123 -1.490  0.488
H4 0.407 -1.546 1.138  0.249
C3 0.174 0.332 -0.559  0.082
F1 -1.859 0.639 0.878  -0.357
H5 -0.916 -1.786 -0.411  0.253
O1 1.496 0.330 -1.028  -0.723

---

Ordered energy above the lowest of the compared OMol25 structures with the same formula, charge and spin results: 0.0000; 0.0000; 2.3404; 3.6194; 2.4500; 3.7391; unit eV.